# 1
Formula: CH5CaO
Source: the Open Molecules 2025 dataset
Level of theory: ωB97M-V/def2-TZVPD

CARTESIAN COORDINATES (ANGSTROEM)
H (-0.25, -0.87, -0.17)
C (-0.85, 0.63, 0.14)
H (-1.10, 0.23, 1.14)
H (-0.94, 1.71, 0.33)
H (-1.37, 0.56, -0.83)
Ca (1.99, 0.79, -0.24)
O (1.10, -1.13, -0.40)
H (1.42, -1.92, 0.03)

⟨S²⟩: 0.75
Spin multiplicity: 2
Gap between HOMO and LUMO (alpha / beta) (eV): 5.257 / 7.550
HOMO level (alpha / beta) (hartree): -0.185 / -0.285

Want to see where the charge sits? The Löwdin charges in e are: atom 1 (H): 0.1948, atom 2 (C): -0.3130, atom 3 (H): -0.0350, atom 4 (H): -0.0471, atom 5 (H): -0.0347, atom 6 (Ca): 0.8467, atom 7 (O): -0.5994, atom 8 (H): -0.0124

---

# 2
Formula: CH5Cl3Si2
Source: the Open Molecules 2025 dataset
Level of theory: ωB97M-V/def2-TZVPD

CARTESIAN COORDINATES (ANGSTROEM)
Cl (-1.03, 4.77, -3.75)
Si (0.54, 3.52, -3.42)
Cl (0.52, 3.25, -1.35)
Cl (2.24, 4.18, -4.06)
H (0.21, 2.32, -3.94)
C (-0.13, 1.01, 1.29)
Si (0.99, 0.06, 0.36)
H (-0.75, 0.65, 2.19)
H (-0.19, 2.05, 1.07)
H (0.87, -1.39, 0.45)
H (2.06, 0.66, -0.52)

SMILES: Cl[SiH](Cl)Cl.C=[SiH2]
Gap between HOMO and LUMO (eV): 8.798
HOMO level (hartree): -0.309

Want to see where the charge sits? The Löwdin charges in e are: atom 1 (Cl): 0.2637, atom 2 (Si): -0.7222, atom 3 (Cl): 0.2365, atom 4 (Cl): 0.3764, atom 5 (H): -0.1023, atom 6 (C): -0.3463, atom 7 (Si): 0.6326, atom 8 (H): -0.0040, atom 9 (H): -0.1118, atom 10 (H): -0.1218, atom 11 (H): -0.1009